[1]
A structure of composition CHF3ORh, computed with ωB97M-V/def2-TZVPD.

The strongest force on any atom is 7.1 eV/Å. As for the charge: +2. For the HOMO-LUMO gap (alpha / beta), the calculation gives 11.2 / 5.4 eV. The spin multiplicity is 6. Its HOMO energy (alpha / beta) is -21.9 / -22.6 eV.

Cartesian coordinates (Å):
O (-2.2563, -1.5416, -0.1348)
Rh (-2.6850, -2.8168, 1.1049)
H (-2.0451, 0.5569, -0.4785)
C (-1.9333, 1.7058, -0.6850)
F (-1.2056, 1.9356, -1.7818)
F (-3.1218, 2.2886, -0.8595)
F (-1.3278, 2.3206, 0.3355)

---

[2]
A structure of composition C9H11IN3O2STe4Tl, computed with ωB97M-V/def2-TZVPD.

The strongest force on any atom is 2.2 eV/Å. As for the charge: -2. For the HOMO-LUMO gap, the calculation gives 4.5 eV. The spin multiplicity is 1. Its HOMO energy is -0.7 eV.

Cartesian coordinates (Å):
Tl (2.1245, 0.3673, -1.5806)
Te (-0.8750, -0.2968, -1.7263)
Te (2.3733, -4.6393, -1.7971)
Te (2.4321, -2.4355, 1.4382)
Te (3.9074, -0.2111, 1.1674)
S (1.5124, -2.6657, -0.8043)
C (-0.1352, -3.2617, -0.2559)
N (-0.5058, -2.5560, 0.9805)
C (-1.9157, -2.8690, 1.0368)
C (-2.4067, -2.8511, -0.4375)
N (-1.1814, -2.6861, -1.1974)
H (-0.4322, -1.5368, 0.7993)
H (-2.4644, -2.1591, 1.6617)
H (-2.0189, -3.8790, 1.4543)
H (-3.0746, -2.0076, -0.6267)
H (-2.9491, -3.7761, -0.6780)
H (-1.1945, -3.1911, -2.0805)
O (-1.5280, 2.1938, -3.7810)
C (-0.4637, 2.4182, -3.2367)
O (-0.0033, 1.9336, -2.1824)
H (0.2284, 3.1819, -3.7256)
I (3.0499, 3.5860, -1.0761)
C (1.6674, 2.9974, 0.4336)
C (1.1704, 3.9704, 1.2608)
C (0.2712, 3.5853, 2.2539)
C (-0.0864, 2.2298, 2.3088)
C (0.4522, 1.3534, 1.4044)
N (1.3679, 1.7001, 0.4774)
H (1.4558, 5.0024, 1.1286)
H (-0.1463, 4.3118, 2.9372)
H (-0.7960, 1.8807, 3.0446)
H (0.1645, 0.3099, 1.3988)

---

no.,E_tot (Ha)
1,-522.97482
2,-2604.72557